Computed, not measured: a 11-piece molecular cluster, C11H44N8O11 overall, with ωB97M-V/def2-TZVPD.

Summary:
E_HOMO = -8.411 eV
SMILES = NC(N)=O.NC(N)=O.NC(N)=O.NC(N)=O.CO.CO.CO.CO.CO.CO.CO
spin multiplicity = 1
energy above the lowest of the compared OMol25 structures with the same formula, charge and spin = 541.6 kJ/mol
gap between HOMO and LUMO = 8.6397 eV
LUMO level = 0.2 eV

Structure (XYZ):
```
74
Properties=species:S:1:pos:R:3:forces:R:3
H 2.21900 10.01000 8.25800 0.392 0.433 -1.136
H 0.37600 6.11500 4.25700 -0.209 1.073 -0.252
H 0.77300 9.79400 9.11200 0.278 -1.207 -1.623
C 1.01100 4.27500 14.09400 -1.784 1.896 -1.388
N 0.88500 3.70400 8.66200 -0.120 -1.240 -0.139
C 1.38300 9.32500 8.24700 -0.946 1.349 1.640
H 0.37600 6.64600 9.39700 -0.153 1.274 0.193
O -0.39100 1.73300 12.09900 0.200 0.644 -0.130
H 1.02400 4.57400 13.03200 -0.277 -0.937 0.011
H -2.31900 1.56000 11.49900 -1.299 -0.264 0.440
N 3.42000 6.04400 8.48300 -2.269 4.015 3.727
C -1.41200 1.92500 11.10000 0.515 0.640 0.916
H -2.68300 2.82300 8.70700 -0.286 0.524 -0.353
N 0.78900 5.88400 8.87800 -0.581 1.923 -2.568
H -0.71900 5.76100 11.32700 -0.078 -0.569 0.650
H 2.50200 4.02400 7.94700 0.850 -0.984 -0.744
H 1.61400 7.43000 5.57200 0.380 -0.658 0.890
H 0.85000 2.88900 9.19300 0.015 -1.995 0.692
C 4.07600 5.16700 7.82800 10.218 0.105 -2.980
O 5.40500 5.30900 7.46200 -5.843 -0.447 1.708
O 0.38400 4.60900 10.78200 1.578 0.032 -4.701
H 0.10100 0.78000 6.94300 -0.077 0.288 -0.230
H -3.79300 4.20900 6.93800 0.042 0.054 -0.355
H -1.57300 7.60700 7.77800 -0.209 0.682 -0.911
H 0.54300 3.54400 7.70400 -0.142 0.915 0.193
H -2.08700 8.87900 6.56600 -0.439 -0.639 0.128
H 0.18400 2.71900 15.01100 -0.288 0.840 -0.599
H 1.84100 8.42300 8.63600 -0.472 -0.614 -0.286
C -1.37400 7.54700 11.12500 3.908 2.280 -2.425
O 0.59100 -0.48500 9.50500 4.941 4.095 0.820
H -2.09300 6.08400 12.38800 0.467 0.512 -0.779
H 2.43300 5.87100 8.76700 1.594 0.306 -0.306
H -1.58500 1.17100 6.52800 -0.879 -0.683 -0.456
C -1.91000 7.80000 6.71200 1.184 0.424 1.674
O -2.85300 4.24100 7.13800 -0.139 -0.135 0.003
H 1.94600 3.88900 14.31200 1.701 -0.994 0.763
C 0.88300 5.72500 5.11900 -1.947 -1.446 1.330
O -0.11100 3.45400 14.42900 0.544 -0.938 0.169
H 3.90300 3.28800 7.00800 -0.773 1.675 0.907
N -2.34800 8.22000 11.64400 -2.973 6.060 -0.445
H -0.23100 2.75300 5.32300 -0.147 -0.714 0.271
H -0.90200 1.73200 7.97400 -0.068 0.666 1.166
O -0.40400 7.99800 10.28100 -4.469 -1.910 3.197
H -1.88500 4.34900 8.95600 0.350 0.374 -0.096
N 3.43600 4.08200 7.51200 -1.536 -3.265 -1.146
C 1.70800 0.35400 9.56200 -6.005 -6.488 -2.796
H -1.07400 7.54500 6.08800 0.624 0.004 -0.504
O -0.35500 2.78400 6.27800 0.387 -0.018 1.113
H 1.64900 5.09300 4.72300 0.730 -0.546 0.195
H -0.37500 2.48600 12.75300 -0.253 -0.834 -0.853
H -2.39500 9.14700 11.20800 -0.696 -0.293 0.936
H 0.97200 6.00900 7.79000 -0.840 -0.378 2.899
C 0.68000 4.73200 9.48800 -1.988 -0.348 3.195
H 2.52700 -0.84900 8.08700 -0.011 1.710 1.441
H -3.64400 4.31600 9.06000 0.517 -0.296 -0.197
H -2.65100 6.12700 6.65400 0.594 -3.170 0.701
O 0.64900 9.22700 7.00200 0.980 -0.577 0.775
H 2.59900 2.00300 10.15300 -0.872 -0.146 0.694
O -2.96500 6.95100 6.42200 -2.009 2.683 -1.132
H 0.07700 5.14400 5.65900 1.003 0.134 -0.718
H -1.51100 2.96500 10.81900 0.043 0.346 0.109
N 2.66900 0.01900 8.67400 0.797 -1.120 -1.239
H 3.82700 6.79900 9.07900 0.154 -1.246 -1.443
C -0.69200 1.53900 6.96100 0.945 0.174 -1.827
H 0.68700 8.29500 6.69000 -0.252 1.066 0.860
O 1.35700 6.64000 6.10300 0.326 1.159 -1.820
C -2.76500 3.91500 8.50800 -0.635 -0.479 1.025
H 1.05600 1.53800 11.01100 0.045 0.365 0.313
N -1.43100 6.41000 11.68100 2.416 -6.436 0.503
H -2.99800 7.93100 12.39900 1.065 0.397 -1.305
H -1.24800 1.36400 10.20400 0.815 -0.648 -0.345
H 0.87400 5.26200 14.51400 0.139 0.149 0.925
H 3.57300 0.46600 8.58900 -0.267 0.010 0.249
N 1.73400 1.45400 10.24700 1.490 1.385 0.808
```
Positions in Å, forces in eV/Å.